Entry 1:
# C4H5NO2

An isolated molecule of C4H5NO2 in a non-equilibrium geometry (ωB97M-V with the def2-TZVPD basis set, the Open Molecules 2025 dataset).

Cartesian coordinates (Å):
C 1.67391 0.33579 0.39914
C 0.59173 0.67408 -0.61523
O 0.81442 1.66381 -1.56285
C -0.32650 -0.31133 -0.54904
N -0.92150 -1.35935 -0.10914
C -2.14955 -1.25369 0.68244
O -2.96133 -0.35949 0.49943
H 1.73947 1.27684 0.92263
H 1.31786 -0.48781 1.09112
H 2.63760 0.16262 -0.06741
H -0.06431 1.66994 -2.13096
H -2.35181 -2.01141 1.43986

The largest force on an atom comes out at 3.38 eV/A. The HOMO energy comes out at -8.50 eV. The energy above the lowest of the compared OMol25 structures with the same formula, charge and spin comes out at 3.245 eV. The value obtained for the lowest unoccupied orbital energy is -0.3 eV.

Atom charges from the Mulliken analysis, given in e for atoms 1 to 5: C -0.99; C 0.40; O -0.53; C 0.40; N -0.50

---

Entry 2:
# C15H24Cl18NO6P

A 7-piece molecular cluster, C15H24Cl18NO6P overall in a non-equilibrium geometry (ωB97M-V with the def2-TZVPD basis set, the Open Molecules 2025 dataset).

Cartesian coordinates (Å):
C -0.62555 0.12232 -5.27913
C 0.99793 -0.01886 -5.09919
O 1.56591 -1.14855 -5.60143
O 1.88035 0.96001 -4.41097
C 1.24275 1.16099 -3.10068
C 2.20087 2.01183 -2.02543
C 1.17967 2.34694 -0.74355
O 0.68763 3.58468 -0.65373
O 0.88081 1.21194 0.14235
C 0.52575 1.63808 1.50442
N 1.54715 2.61194 2.12761
C -1.03455 2.14335 1.67964
O -1.81303 2.16801 0.43092
O -2.81124 1.33016 0.45418
P 0.66622 0.03324 2.60033
C -0.22489 -1.42901 1.70788
C 2.55976 -0.31957 2.77089
H -1.11289 -0.96092 -5.16269
H -1.15867 0.80121 -4.48854
H -0.91761 0.55751 -6.34675
H 0.30556 1.87744 -3.28453
H 0.81526 0.16621 -2.62652
H 3.07495 1.29679 -1.66971
H 2.63254 3.00950 -2.51211
H 1.68293 2.35083 3.15045
H 1.01655 3.52919 2.19062
H -1.14415 3.20565 2.17570
H -1.60304 1.38866 2.40901
H -3.64078 1.92696 0.47181
H -0.90091 -0.91447 0.87061
H -0.86283 -2.09671 2.44590
H 0.60550 -2.02022 1.13013
H 2.82038 -0.30806 3.92123
H 2.84165 -1.38058 2.36424
H 3.23078 0.46574 2.18513
Cl -1.27432 -3.19958 -8.88268
C -0.59461 -3.62811 -7.30344
Cl -1.86022 -3.63796 -6.06337
Cl 0.21305 -5.20341 -7.38053
H 0.14784 -2.87338 -7.03179
Cl -4.13606 3.89292 1.84921
C -3.78975 4.58778 3.44197
Cl -3.58916 3.30656 4.64940
Cl -2.34406 5.61011 3.37370
H -4.63803 5.21022 3.73798
Cl -1.24101 6.69035 -2.35234
C -1.55962 6.02890 -0.73970
Cl -0.40909 6.68197 0.43904
Cl -3.22446 6.37660 -0.24246
H -1.43196 4.94417 -0.78100
Cl -3.10946 -2.56672 0.90915
C -4.04758 -1.62426 2.08018
Cl -3.02896 -0.39411 2.84751
Cl -5.44679 -0.87204 1.29518
H -4.41148 -2.30286 2.85590
Cl 3.73343 -4.46462 -0.02735
C 3.64477 -4.36962 1.73978
Cl 4.70500 -3.08671 2.34780
Cl 1.97451 -4.09745 2.26513
H 3.98494 -5.32243 2.15339
Cl 3.04936 -7.59416 2.49516
C 2.96070 -7.49916 4.26228
Cl 4.02094 -6.21625 4.87031
Cl 1.29044 -7.22699 4.78763
H 3.30088 -8.45197 4.67589

The largest force on an atom comes out at 8.90 eV/A. The HOMO energy comes out at -8.22 eV. The value obtained for the lowest unoccupied orbital energy is 0.2 eV.

Atom charges from the Mulliken analysis, given in e for atoms 1 to 5: C -0.57; C 0.60; O -0.52; O -0.32; C -0.40

---

Entry 3:
# C3H2ClN2P

C3H2ClN2P as an isolated structure in a non-equilibrium geometry (ωB97M-V with the def2-TZVPD basis set, the Open Molecules 2025 dataset).

Cartesian coordinates (Å):
C 0.92412 0.51147 -0.03118
C 0.80915 -0.80756 0.52840
C -0.67387 1.98898 -1.29434
N -0.07249 1.15153 -0.71023
N -0.40720 -1.29064 0.71732
P -1.55007 -0.21350 0.82971
Cl -2.62823 -0.93928 -0.67088
H 1.87910 0.87361 -0.21234
H 1.71948 -1.27460 0.84352

The largest force on an atom comes out at 4.46 eV/A. The HOMO energy comes out at -8.44 eV. The energy above the lowest of the compared OMol25 structures with the same formula, charge and spin comes out at 1.218 eV. The value obtained for the lowest unoccupied orbital energy is -1.3 eV.

Atom charges from the Mulliken analysis, given in e for atoms 1 to 5: C -0.28; C -0.02; C -0.05; N -0.18; N -0.36